# 1
Computed, not measured: one molecule with the formula C2H2N2O3, with the ωB97M-V functional and the def2-TZVPD basis.

Output
**Charge**: 0
**HOMO**: -12.145 eV
**Max |F|**: 2.5 eV/Å
**Multiplicity**: 1
**Structure (SMILES)**: N#C[C@@H](O)[N+](=O)[O-]
**LUMO energy**: -0.02076 Ha
**Kohn-Sham gap**: 0.4256 Ha

Last columns: bonded neighbours and bond lengths (Å).
Cartesian coordinates (Å):
1 O 0.98 1.48 -0.95  N4 1.173
2 O -1.14 1.40 -0.88  N4 1.209
3 O -1.19 -0.83 0.54  C7 1.425, H8 0.970
4 N -0.03 0.95 -0.70  O1 1.173, O2 1.209, C7 1.520
5 N 1.79 -0.82 1.82  C6 1.144
6 C 1.08 -0.50 0.98  N5 1.144, C7 1.473
7 C 0.04 -0.43 -0.06  O3 1.425, N4 1.520, C6 1.473, H9 1.187
8 H -1.84 -0.16 0.27  O3 0.970
9 H 0.30 -1.08 -1.02  C7 1.187

# 2
Computed, not measured: one molecule with the formula C3H2Cl2F3I, with the ωB97M-V functional and the def2-TZVPD basis.

Output
**Charge**: 0
**HOMO**: -9.769 eV
**Max |F|**: 3.5 eV/Å
**Multiplicity**: 1
**Structure (SMILES)**: FC(F)(Cl)[C@@](F)(Cl)CI
**LUMO energy**: 0.00030 Ha
**Kohn-Sham gap**: 0.3593 Ha

Last columns: bonded neighbours and bond lengths (Å).
Cartesian coordinates (Å):
1 I -0.34 -0.79 -2.37  C8 2.141
2 Cl 1.74 1.08 1.28  C9 1.758
3 Cl 0.92 2.17 -1.75  C7 1.796
4 F 0.72 3.35 1.01  C9 1.314
5 F -1.39 2.45 -0.61  C7 1.343
6 F -0.59 1.96 2.01  C9 1.383
7 C -0.30 1.65 -0.54  Cl3 1.796, F5 1.343, C8 1.530, C9 1.722
8 C -0.64 0.16 -0.48  I1 2.141, C7 1.530, H10 1.100, H11 1.140
9 C 0.34 2.10 0.99  Cl2 1.758, F4 1.314, F6 1.383, C7 1.722
10 H -1.69 -0.13 -0.38  C8 1.100
11 H 0.15 -0.44 0.08  C8 1.140